[1]
C37H51BrN2P2PtS as an isolated structure, computed with ωB97M-V/def2-TZVPD.

```
! wB97M-V def2-TZVPD RIJCOSX def2/J DEFGRID3
* xyz 2 3
Pt 0.72 0.38 -1.36
C 3.71 0.46 -1.44
C -2.02 -3.36 2.01
H 2.92 3.99 -8.15
C 3.65 3.12 0.37
H -5.19 -2.34 0.00
H -1.35 3.09 1.46
H -1.98 -7.21 -1.53
C 1.09 2.12 -3.90
H -0.52 3.26 0.23
H -3.38 -3.77 3.66
H 2.68 3.09 -5.83
C 2.93 -0.76 1.26
H -0.89 -1.63 -2.07
C 2.74 2.05 0.93
H -1.12 -3.68 2.54
H -2.12 0.43 4.60
H 0.01 0.55 -4.92
H -2.99 -2.48 -1.12
C -0.21 1.37 4.15
C -1.64 1.65 -0.84
C 2.05 2.71 -6.63
C -0.38 -4.21 -1.09
H -0.20 1.61 -9.56
H 5.13 -0.67 1.14
H -3.88 2.77 1.43
S -0.32 -2.61 -0.13
H -5.39 -2.97 2.42
H 3.57 1.42 -1.95
C 2.15 3.24 -7.94
N -0.36 -1.33 -1.26
H 2.02 2.74 -3.84
C -4.42 -3.00 1.92
H -2.94 0.73 -2.31
H 3.05 1.76 1.94
C 0.22 2.99 -1.70
P -0.89 3.05 3.79
H 0.75 1.57 4.63
H -0.63 -0.43 5.21
C -1.92 2.71 2.31
N 1.32 2.87 -8.91
P 2.54 0.53 -0.05
H 2.14 -1.53 1.19
H 0.89 3.83 -1.68
C -1.12 0.55 5.03
H 1.58 5.69 3.32
C -1.23 1.72 -3.22
H 1.30 -5.52 -3.74
C -3.08 -2.65 -0.06
C 1.04 1.78 -6.33
C -1.92 -2.88 0.69
C -1.23 -5.31 -0.82
H -1.57 1.56 -4.23
H 4.62 2.71 0.06
C 4.32 -1.41 1.25
C -3.33 3.27 2.24
C 3.31 -0.69 -2.35
C 0.07 2.24 -2.90
C -3.27 -3.41 2.63
C 0.24 1.34 -7.42
H 3.86 3.88 1.14
C -1.26 -6.41 -1.69
C 0.54 3.81 2.90
H 1.34 -3.58 -2.20
C 0.74 1.37 -4.99
Br -2.97 1.00 0.31
H 0.26 4.21 1.92
C 0.58 -4.36 -2.10
C -2.00 1.27 -2.15
H 4.47 -1.93 2.21
H -1.88 -5.30 0.06
H -0.57 0.62 -7.28
C -4.32 -2.64 0.58
H -0.38 -7.35 -3.43
H 4.41 -2.15 0.45
C 1.00 4.93 3.84
H 4.00 -1.53 -2.27
H 0.03 0.85 3.21
H 0.10 5.41 4.27
H 1.60 4.49 4.66
C -0.37 -6.49 -2.76
H 1.73 2.45 1.01
H 1.34 3.07 2.77
H -1.23 1.02 6.00
H 4.74 0.42 -1.07
H 3.29 -0.35 -3.38
H 2.29 -1.07 -2.14
C 0.56 -5.47 -2.95
H 3.20 3.63 -0.49
C 0.42 1.90 -8.69
C -0.62 2.64 -0.65
H 2.78 -0.26 2.23
H -1.81 1.63 2.34
H -3.30 4.35 2.03
H -3.93 3.11 3.14
*
```

Computed properties:
E_HOMO (spin up / spin down)   -0.4531 / -0.4530 hartree
Calculated total energy   -144857.8276 eV
⟨S²⟩   2.030
Orbital gap (spin up / spin down)   5.707 / 4.167 eV
Largest force on an atom   3.81 eV/Å

=====

[2]
C5H8 as an isolated structure, computed with ωB97M-V/def2-TZVPD.

```
! wB97M-V def2-TZVPD RIJCOSX def2/J DEFGRID3
* xyz 0 1
H -0.25 1.95 0.30
H -1.71 -0.15 -1.20
C -0.69 0.17 -0.96
C 0.98 -1.38 0.20
C 0.22 -1.11 -0.87
C -0.62 0.93 0.34
H 0.25 -1.72 -1.77
H -0.06 -0.53 0.82
H 0.96 -0.11 2.20
H -0.33 0.78 -1.80
H -1.51 0.83 0.98
C 0.89 -0.05 1.12
H 1.59 0.61 0.66
*
```

Computed properties:
E_HOMO   -0.2920 hartree
Calculated total energy   -5308.3300 eV
ΔE to the lowest compared entry with this formula, charge and spin   5.837 eV
Orbital gap   8.729 eV
Largest force on an atom   0.84 eV/Å

=====

[3]
A 2-piece molecular cluster, C5H10O2 overall, computed with ωB97M-V/def2-TZVPD.

```
! wB97M-V def2-TZVPD RIJCOSX def2/J DEFGRID3
* xyz 0 1
H -2.83 -0.82 0.65
H -1.18 0.55 -1.55
C -0.42 0.42 0.40
O 0.60 -0.49 0.03
O 2.84 -1.19 0.69
H 1.09 1.35 -0.94
C 3.26 -0.06 0.21
C 0.87 0.98 0.05
H -2.11 1.40 -0.31
H -0.64 0.36 1.47
H -1.85 -1.67 -0.56
C -2.44 -0.76 -0.37
H 1.85 -1.19 0.55
C -1.57 0.47 -0.53
H 4.35 -0.04 0.42
H 1.47 1.44 0.83
H -3.28 -0.75 -1.06
*
```

Computed properties:
E_HOMO   -0.2893 hartree
Calculated total energy   -9437.6242 eV
ΔE to the lowest compared entry with this formula, charge and spin   5.419 eV
Orbital gap   8.925 eV
Largest force on an atom   0.86 eV/Å